# 1
Computed, not measured: 15 unconnected molecules or ions with the total composition C20H70N16O15 in a non-equilibrium geometry, with wB97M-V/def2-TZVPD.

Summary:
DFT total energy: -76423.753 eV
ΔE to the lowest compared entry with this formula, charge and spin: 54.1 kcal/mol
highest occupied orbital energy: -7.6 eV
frontier orbital gap: 7.28 eV
lowest unoccupied orbital energy: -0.3 eV
strongest force on any atom: 10.65 eV/A

Last column: Mulliken charge in e.
Positions of all 121 atoms, in Å:
C -3.6207 -0.8216 1.1341  0.138
C -4.0177 0.3684 0.3351  -0.315
O -3.7677 0.0354 -0.9949  -0.672
H -3.4307 -1.7346 0.4751  -0.198
H -4.2797 -1.1326 1.9101  0.724
H -2.7847 -0.5656 1.8491  -0.680
H -3.3417 1.2424 0.5271  -0.012
H -5.0987 0.5754 0.3001  0.496
H -4.1867 0.7684 -1.5459  0.203
C 0.9473 3.8694 -0.3109  -1.127
C 1.7833 4.0464 0.9311  0.290
O 2.3603 5.2984 0.7751  -0.650
H 0.1243 4.5784 -0.3089  0.347
H 0.5573 2.8864 -0.2759  -0.003
H 1.3283 3.9384 -1.2539  0.835
H 2.5893 3.3364 1.0891  -0.056
H 1.0743 4.0884 1.7941  0.195
H 2.1533 5.8634 1.5291  0.416
C -3.1307 -3.0086 -4.3949  -1.481
C -3.2977 -1.8076 -3.4849  0.311
O -2.9487 -2.2066 -2.1929  -0.512
H -4.0017 -3.6256 -4.3789  0.470
H -2.2907 -3.6506 -4.0099  0.058
H -3.1507 -2.7776 -5.4029  0.481
H -4.2897 -1.5536 -3.5509  0.718
H -2.6547 -0.8626 -3.7429  -0.410
H -3.2347 -1.4936 -1.5879  0.320
C -1.9347 -1.2996 4.5501  -1.448
C -0.7477 -0.6006 3.9981  0.777
O 0.0053 -1.4986 3.2311  -0.249
H -1.8447 -2.2896 5.0541  0.291
H -2.7297 -1.2906 3.8451  0.094
H -2.3127 -0.7076 5.3881  0.497
H -0.1777 -0.1626 4.7981  0.380
H -1.0387 0.2954 3.4011  -0.454
H 0.7663 -1.6306 3.8601  0.220
C -2.5407 2.9614 -2.3369  -1.500
C -1.4897 2.1604 -2.9369  2.317
O -1.2977 2.8324 -4.2059  -0.728
H -2.8387 2.7034 -1.3059  -0.089
H -3.4497 2.9024 -2.8799  0.458
H -2.5117 4.0434 -2.3439  0.396
H -1.9157 1.1894 -3.0179  -0.985
H -0.6037 2.1394 -2.3149  -0.262
H -0.8807 2.2194 -4.8539  0.456
C -0.9437 2.8464 4.8671  0.391
O -2.1917 3.3944 5.1661  -0.833
N -0.1787 2.4234 5.8011  -0.192
N -0.4517 2.7624 3.6631  0.148
H -0.4427 2.3974 6.8361  0.260
H 0.7593 2.1024 5.5741  0.383
H -1.0187 3.1874 2.8441  -0.056
H 0.3963 2.2624 3.3831  -0.164
C 2.8933 -2.0746 -1.5149  0.244
O 3.7953 -1.5426 -0.6089  -0.759
N 1.7883 -2.5506 -1.0589  0.715
N 3.0943 -2.1276 -2.8099  -0.379
H 1.6463 -2.7926 -0.0869  0.343
H 1.0173 -2.7536 -1.7189  -0.819
H 3.9393 -1.6326 -3.1319  0.388
H 2.8453 -2.8306 -3.4209  0.263
C 2.2113 1.0624 3.8881  -0.325
O 1.9553 1.4174 2.5591  -0.304
N 2.5583 -0.1306 4.2301  -0.367
N 2.2283 1.8244 4.8731  -0.509
H 2.7903 -0.6736 3.3701  0.098
H 2.7713 -0.4466 5.1221  0.180
H 2.3533 2.8384 4.8001  0.357
H 2.4353 1.6264 5.9101  0.319
C 0.4933 -4.5996 -3.2019  0.539
O 1.5793 -4.2166 -3.9499  -0.854
N 0.0953 -5.7846 -2.8539  -0.367
N -0.2547 -3.6816 -2.6099  0.236
H 0.5413 -6.4656 -3.4309  0.303
H -0.7637 -5.8596 -2.2669  0.233
H -0.3347 -2.7186 -3.0059  -0.407
H -1.1497 -4.0366 -2.1929  0.218
C 3.6013 1.6174 -1.4799  0.301
O 3.7783 1.6304 -0.0929  -0.643
N 4.5883 2.0554 -2.2989  -0.377
N 2.5553 1.1324 -2.0349  0.766
H 5.5393 2.3104 -1.8939  0.304
H 4.5183 1.9654 -3.3479  0.137
H 1.8533 0.7154 -1.3399  -0.476
H 2.2553 1.0454 -2.9789  0.318
C 0.6273 -0.1976 -4.5109  0.071
O -0.0097 -1.0246 -3.5559  -0.291
N 1.8843 -0.1076 -4.4699  -0.427
N 0.0693 0.6114 -5.3039  -0.530
H 2.3173 -0.8346 -3.7749  0.012
H 2.4433 0.3034 -5.2429  0.208
H -0.9477 0.4214 -5.3939  0.394
H 0.4853 1.1594 -6.0709  0.195
C 2.9853 -2.6946 2.4151  0.184
O 2.0593 -3.2546 1.5661  -0.776
N 3.4813 -3.2516 3.4921  -0.355
N 3.4613 -1.4806 2.2031  0.004
H 3.3453 -4.2956 3.3931  0.360
H 4.2613 -2.8186 4.1081  0.246
H 3.3813 -1.1436 1.2171  -0.326
H 4.1903 -1.2446 2.8521  0.495
C -0.2097 0.2964 0.0061  -0.244
O -0.8967 0.9484 0.9851  -0.043
N -0.8527 -0.1936 -1.0429  3.032
N 1.1153 0.1014 -0.0409  2.887
H -1.9187 -0.0486 -0.9729  -0.795
H -0.3227 -0.6946 -1.8209  -1.763
H 1.4553 -0.7976 -0.4819  -1.485
H 1.5453 0.5594 0.7721  -0.674
C -1.2057 -3.4956 0.6361  0.067
O -1.3357 -3.5706 2.0401  -0.631
H -0.4207 -4.1936 0.1771  0.229
H -0.9547 -2.4966 0.3511  -0.358
H -2.2497 -3.7496 0.2681  0.307
H -0.8497 -2.8426 2.4431  0.380
C -2.3627 3.8644 0.8581  -0.424
O -2.0567 4.2324 2.2101  -0.571
H -3.4317 3.7624 0.6921  0.495
H -1.8207 2.9134 0.6141  -0.328
H -2.0597 4.7354 0.3411  0.508
H -2.1987 5.2054 2.3461  0.278

Cartesian forces, eV/Å:
1.64 -1.07 1.37
-0.25 1.12 0.46
-0.59 1.27 -3.52
0.06 1.31 1.05
-1.51 -0.26 0.12
0.01 -0.40 -1.62
-1.05 -0.53 0.59
0.28 0.35 1.11
1.06 -1.53 0.75
-1.54 -0.68 2.16
-0.91 0.13 0.00
1.15 2.56 0.50
-0.21 0.06 0.26
-0.94 -1.18 0.10
2.17 0.47 -2.31
-0.39 -0.49 -0.13
0.58 -0.52 -0.44
0.16 -0.19 -0.25
0.83 -0.80 2.07
2.94 0.65 -0.55
-0.01 -0.32 0.73
-0.86 -0.57 0.80
-0.59 0.80 -1.07
1.03 0.73 -2.17
-2.60 1.09 0.07
-0.92 -1.68 -0.10
0.07 -0.38 -0.25
-1.13 0.16 2.14
-1.04 1.13 -0.36
2.42 -0.16 0.95
0.57 0.39 -0.97
-0.68 -0.54 -0.63
-0.17 0.38 -0.04
0.65 -0.03 0.53
0.03 -0.84 0.03
-0.80 -0.45 -1.66
-2.35 1.40 2.34
0.45 1.34 -0.89
0.65 -1.10 -0.78
0.54 -0.20 -0.31
-1.09 -0.83 -0.96
1.32 0.39 0.12
0.22 -1.20 -0.52
0.45 -0.07 -0.16
-0.41 0.95 1.26
-8.17 3.95 -0.03
5.58 -2.48 -1.33
2.27 -1.88 6.49
-0.41 0.68 -3.91
0.01 0.33 -2.61
-1.36 0.25 0.18
1.04 -0.80 2.18
-0.52 0.19 0.14
5.25 2.09 6.36
-3.55 -2.00 -4.44
-3.30 -0.92 -0.73
3.18 3.57 -1.99
0.52 0.04 0.69
0.87 -0.19 0.78
-0.35 -0.57 0.78
-1.53 -2.44 -0.98
-0.30 -0.59 -9.62
1.17 -1.46 6.98
0.01 -3.71 -2.83
1.22 7.60 7.37
-0.86 -0.02 0.93
0.43 -0.19 1.65
-0.51 -0.52 -0.82
-0.05 -0.67 -2.65
4.76 4.38 -2.82
-4.78 -2.57 2.96
-0.21 -2.40 0.01
-2.83 2.12 0.47
-0.32 -1.27 0.38
1.44 -0.65 -1.16
0.23 -0.95 0.06
1.24 1.14 -0.47
3.56 0.69 6.99
-0.77 0.08 -6.79
2.45 0.82 -1.13
-4.04 -1.73 0.81
-2.28 -0.56 -0.72
0.11 0.16 2.07
1.00 1.07 -0.79
0.75 0.58 -0.51
-2.77 -5.23 6.55
2.24 3.81 -4.83
6.33 -1.97 0.83
-5.81 2.13 -4.04
-0.43 1.31 -1.43
-0.69 -0.56 1.02
0.96 0.37 -0.20
0.02 -0.82 0.90
-4.28 -1.36 -5.65
4.48 1.96 4.66
1.05 -3.41 2.68
-0.06 0.84 -1.76
0.45 1.65 1.12
-1.92 -1.44 -1.91
0.58 0.11 0.45
0.82 0.49 -1.05
-3.57 2.02 3.36
3.21 -2.38 -4.08
-2.01 -0.55 -0.66
0.58 -0.21 1.34
2.40 -0.65 -0.75
-1.49 1.14 1.14
-0.47 1.39 1.37
0.70 -0.65 -0.22
-0.88 -1.32 0.03
0.02 -0.61 -0.24
-0.95 0.60 0.80
0.09 0.75 -0.50
1.33 0.20 -0.25
0.40 0.14 0.14
0.24 -0.11 0.86
-0.79 1.05 0.00
-0.33 -0.29 0.19
-0.33 1.03 0.19
0.54 0.33 -1.69
0.16 -1.60 -0.12

# 2
Computed, not measured: 15 unconnected molecules or ions with the total composition C20H70N16O15 in a non-equilibrium geometry, with wB97M-V/def2-TZVPD.

Summary:
DFT total energy: -76422.997 eV
ΔE to the lowest compared entry with this formula, charge and spin: 71.5 kcal/mol
highest occupied orbital energy: -9.0 eV
frontier orbital gap: 8.48 eV
lowest unoccupied orbital energy: -0.5 eV
strongest force on any atom: 10.30 eV/A

Last column: Mulliken charge in e.
Positions of all 121 atoms, in Å:
C -5.1652 -1.9455 -0.9554  -1.203
C -3.8862 -1.9835 -1.7474  0.657
O -3.3772 -3.3035 -1.6844  -0.669
H -4.9032 -2.2175 0.0886  0.085
H -6.1122 -2.5325 -1.2654  0.370
H -5.5022 -0.8985 -0.9644  0.248
H -3.2202 -1.2415 -1.2384  -0.551
H -4.1252 -1.5805 -2.6874  0.594
H -2.5412 -3.2635 -2.1344  0.496
C 4.2488 -2.7965 0.0226  -1.139
C 3.4488 -3.2495 -1.1124  -0.067
O 2.1228 -2.9405 -1.0724  -0.384
H 3.8248 -3.2475 0.9806  0.264
H 4.2288 -1.7865 0.2336  -0.007
H 5.2708 -3.0335 0.0496  0.538
H 3.6558 -4.3175 -1.2664  0.386
H 3.9108 -2.9935 -2.0774  0.213
H 1.7688 -2.8355 -1.9234  0.519
C -5.1102 -0.3295 2.2056  -1.843
C -3.5652 -0.2305 1.8916  1.207
O -3.0192 1.0795 1.5926  -0.593
H -5.7832 0.1305 1.5356  0.423
H -5.4262 0.0035 3.1366  0.426
H -5.4402 -1.3605 1.9386  0.452
H -3.2932 -0.7905 1.0136  -0.847
H -3.1432 -0.8505 2.6486  0.397
H -3.4342 1.3965 0.7756  0.037
C 1.4758 -0.6525 3.0496  0.270
C 2.4758 -1.5985 2.4816  0.053
O 3.7058 -1.1395 2.7476  -0.645
H 1.4418 -0.6835 4.1136  0.735
H 0.4918 -1.0805 2.8506  -0.089
H 1.6078 0.3395 2.7196  -0.846
H 2.2068 -1.7865 1.4876  -0.889
H 2.4358 -2.5865 2.9146  0.890
H 3.9238 -1.4715 3.6436  0.452
C -1.5982 -2.9685 1.2376  -1.366
C -0.3582 -3.5435 0.6776  0.162
O -0.4832 -3.9565 -0.6754  -0.735
H -1.4432 -2.5145 2.1846  0.446
H -2.2992 -3.7155 1.5436  0.584
H -2.2172 -2.3605 0.6106  0.006
H 0.0408 -4.2735 1.3766  0.544
H 0.4778 -2.7565 0.7416  -0.300
H 0.3348 -4.4655 -0.9954  0.297
C -1.5202 -2.0695 -3.9674  0.036
O -1.8322 -2.2725 -5.3484  -0.797
N -1.1142 -3.0815 -3.1904  -0.357
N -1.4762 -0.9445 -3.3754  0.067
H -1.2182 -3.9795 -3.7104  0.199
H -0.7012 -3.1845 -2.2204  0.303
H -1.8172 -0.2195 -3.9874  0.198
H -1.2932 -0.7605 -2.3784  0.270
C -0.0202 -0.1535 -0.0634  0.857
O -0.8442 -0.6345 -0.8954  -0.340
N -0.4552 0.5095 0.9696  0.968
N 1.2018 -0.1465 -0.3674  4.868
H -1.4162 0.4655 1.2966  0.129
H 0.2298 0.7285 1.6696  -0.873
H 1.4678 -0.4445 -1.3884  -1.414
H 1.9268 0.3245 0.1836  -1.774
C -3.1262 1.9405 4.9786  0.584
O -4.1652 1.1355 5.1016  -0.755
N -2.9012 2.7645 5.9376  -0.417
N -2.3202 1.8425 4.0086  -0.143
H -3.4522 2.4315 6.7616  0.299
H -1.9542 3.1775 6.0806  0.240
H -1.4202 2.3115 3.8456  0.233
H -2.7102 1.1495 3.2516  -0.425
C 1.9708 -1.5525 -3.9134  0.035
O 3.1948 -1.3375 -4.5964  -0.715
N 1.4468 -0.6475 -3.1894  0.284
N 1.4148 -2.7075 -3.5734  -0.039
H 1.8238 0.2165 -3.4354  0.308
H 0.4948 -0.8115 -3.2624  -0.345
H 1.7918 -3.5445 -4.1164  0.296
H 0.3878 -2.7645 -3.3304  -0.014
C 0.9488 2.7165 4.4036  0.284
O 1.9898 2.1475 5.0776  -0.740
N 0.7808 2.7295 3.1246  0.078
N -0.0792 3.2175 5.0116  -0.492
H 1.6388 2.5405 2.5436  -0.074
H 0.0418 3.3905 2.7616  0.263
H 0.0318 3.3805 6.0396  0.330
H -0.6612 4.0075 4.6276  0.353
C 3.1208 2.1905 0.6206  -0.289
O 2.8758 2.8195 -0.6114  -0.842
N 3.4138 0.9005 0.6636  -0.049
N 3.0598 2.7735 1.7456  -0.275
H 3.4458 0.4445 -0.2404  0.083
H 3.5588 0.3075 1.5226  0.023
H 2.8798 3.8025 1.6666  0.396
H 3.6088 2.5825 2.5496  0.303
C -0.7082 3.8455 -0.4094  0.294
O -2.0842 3.7395 -0.0534  -0.842
N 0.1538 2.9465 -0.2714  1.510
N -0.1822 4.9935 -0.6594  -0.292
H -0.1072 1.9885 0.0996  -1.001
H 1.1868 3.0995 -0.3174  0.122
H -0.8732 5.7775 -0.8234  0.352
H 0.7338 5.1545 -1.1204  0.233
C 1.5058 2.5455 -3.9884  0.482
O 1.5718 2.9175 -5.3024  -0.798
N 2.4628 1.8015 -3.4294  -0.419
N 0.5658 3.0015 -3.2634  -0.013
H 3.2108 1.3105 -4.0784  0.259
H 2.8068 1.9285 -2.4794  0.076
H -0.1852 3.5755 -3.7324  0.284
H 0.3258 2.7915 -2.2974  -0.127
C -3.0792 1.7995 -2.1294  -0.429
O -3.8122 1.9415 -0.9454  -0.623
H -3.2702 2.6965 -2.6954  0.529
H -3.3592 0.9285 -2.8234  0.113
H -1.9232 1.7185 -1.8474  -0.094
H -3.4502 2.6975 -0.4414  0.371
C 5.1438 -0.3485 -2.1574  -0.931
O 3.8248 -0.1095 -1.7924  0.316
H 5.5888 -0.9125 -1.3714  0.236
H 5.7968 0.4805 -2.3154  0.355
H 5.0818 -0.9675 -3.1184  0.247
H 3.1758 -0.7055 -2.2094  -0.905

Cartesian forces, eV/Å:
-1.61 0.02 0.90
-0.68 -0.12 2.26
-0.68 0.53 -0.03
-0.48 0.05 -0.54
1.96 0.47 0.06
0.05 -0.11 0.28
-0.14 -0.60 -0.38
0.17 0.01 -1.94
0.34 -0.43 -0.14
-1.42 -1.44 3.01
2.25 -1.76 -2.79
-0.42 0.09 3.56
0.51 0.28 -1.11
-0.35 2.42 0.03
1.38 -0.82 -0.59
-0.59 -0.56 0.74
-0.08 1.11 -0.04
-0.48 0.12 -2.22
1.23 -1.53 -2.31
-2.82 -0.15 -1.72
-0.29 -0.94 1.30
-0.17 1.44 -1.33
0.03 0.21 2.06
0.58 0.20 1.06
-0.62 -0.48 -0.60
1.31 0.74 1.30
-0.11 -0.30 -0.38
-1.66 -2.22 0.78
-2.65 -1.13 1.43
3.94 0.83 0.68
0.64 0.43 1.06
-0.29 0.50 -0.57
0.14 1.03 -0.31
0.57 0.18 -2.02
-0.82 -0.56 0.37
0.21 0.72 -0.87
-1.47 -0.80 0.07
2.67 2.04 0.28
1.24 -1.60 -0.78
0.70 0.98 0.72
-0.47 -1.16 -0.11
0.41 0.63 -0.66
-0.21 -0.90 -0.35
-1.14 -0.75 -0.44
-1.49 1.18 1.33
-1.48 -2.65 -7.68
1.59 0.99 7.69
0.02 -4.39 -0.44
-0.69 3.95 -0.67
0.17 0.90 0.75
-1.37 0.80 -0.39
0.10 0.47 0.24
-0.11 -0.18 0.17
-4.40 -1.43 -3.19
-0.21 -0.23 0.94
-0.09 0.93 2.85
5.55 -0.34 -2.70
-0.28 0.22 -0.41
-0.20 0.07 0.28
-0.86 0.50 2.68
-1.26 -0.61 -0.35
-5.60 -5.01 1.12
2.86 2.40 -0.76
0.85 3.05 5.02
1.98 -2.56 -6.07
0.94 1.02 -0.83
-1.72 -0.86 -0.02
-1.49 -0.68 0.47
1.47 2.55 1.95
9.21 -2.09 -4.12
-6.44 -1.44 3.45
-0.56 2.38 1.42
1.22 -4.46 -3.01
-0.05 2.60 -0.23
-2.71 0.96 0.66
-0.92 1.56 0.88
1.36 -0.03 -0.86
6.30 -3.47 4.21
-4.55 2.59 -3.51
0.07 0.60 -4.61
-3.12 3.86 4.92
-1.70 0.36 0.66
1.38 -1.25 0.09
0.20 -0.55 -1.37
1.15 -1.31 0.11
0.52 -0.59 -8.43
0.78 -2.52 5.90
0.74 -0.80 0.88
-0.62 6.04 2.78
1.00 -0.28 -0.62
0.14 1.16 -0.86
0.34 -1.26 0.05
0.60 -0.87 0.64
-8.80 0.63 3.13
6.39 0.60 -1.81
3.16 -6.35 1.16
-0.31 6.54 -2.26
-0.23 1.62 -0.55
-0.77 0.16 -0.46
1.23 -1.41 0.33
-1.01 -0.66 0.60
3.11 1.96 -8.78
-0.44 -2.17 5.70
3.59 -2.09 -1.10
-5.42 2.74 2.12
-2.17 1.88 1.41
-0.46 0.19 -0.02
1.62 -1.03 0.45
0.69 -0.48 -0.40
2.24 -0.44 -0.16
-1.03 -1.09 0.61
0.43 0.39 -0.61
0.01 0.96 1.68
-2.21 0.05 -0.94
0.47 0.21 -0.75
0.09 -2.65 -2.16
-1.53 1.05 0.52
0.67 -0.78 0.51
-0.30 1.25 -0.18
0.62 0.81 1.24
1.06 0.18 -0.08

- Which of these has the highest ΔE to the lowest compared entry with this formula, charge and spin?
  number 2

- Among the records above, which one has the highest DFT total energy?
  number 2

- What is the formula in the first record?
  C20H70N16O15